Molecular formula: C2H5NO3
Method: DFT, ωB97M-V/def2-TZVPD

Each line ends with the Löwdin charge.
CARTESIAN COORDINATES (ANGSTROEM)
O  -1.66  -0.92  -0.85  -0.01
O  0.86  -2.13  -0.61  0.07
O  -0.52  -0.06  -0.74  -0.22
N  1.52  -0.14  0.45  0.10
C  0.92  -0.98  -0.28  -0.50
C  -0.52  1.34  0.48  0.18
H  -1.22  -1.75  -1.13  0.10
H  -0.14  2.34  0.30  0.06
H  -0.14  1.14  1.47  0.07
H  2.37  -0.36  0.93  0.07
H  -1.47  1.53  -0.02  0.07

Summary:
ΔE to the lowest compared entry with this formula, charge and spin ... 7.355 eV
HOMO ... -9.8 eV
Electronic energy ... -359.439025 a.u.
Gap between HOMO and LUMO ... 9.179 eV
Molecular weight ... 91.07 g/mol



Molecular formula: C2H5NO3
Method: DFT, ωB97M-V/def2-TZVPD

Each line ends with the Löwdin charge.
CARTESIAN COORDINATES (ANGSTROEM)
O  -0.36  -1.25  4.01  0.04
O  2.59  2.64  -5.49  -0.08
O  -0.98  1.05  1.47  0.06
N  -0.88  -1.35  1.68  0.02
C  -0.50  -1.85  2.94  -0.33
C  -1.52  -0.09  1.53  -0.25
H  -1.26  -2.18  1.05  0.19
H  -0.10  -2.85  2.58  0.14
H  3.47  3.03  -5.15  0.09
H  -2.54  -0.42  1.34  0.12
H  2.06  3.26  -5.96  0.00

Summary:
ΔE to the lowest compared entry with this formula, charge and spin ... 2.289 eV
HOMO ... -10.5 eV
Electronic energy ... -359.625188 a.u.
Gap between HOMO and LUMO ... 10.565 eV
Molecular weight ... 91.07 g/mol
SMILES ... O=CNC=O.O



Molecular formula: C2H5NO3S
Method: DFT, ωB97M-V/def2-TZVPD

Each line ends with the Löwdin charge.
CARTESIAN COORDINATES (ANGSTROEM)
S  -0.82  -1.16  -1.38  0.76
O  -1.66  -0.10  1.70  0.11
O  -1.85  1.71  0.33  0.16
O  0.45  1.20  -1.00  -0.02
N  1.05  -0.48  0.49  0.04
C  -0.06  0.19  -0.21  -0.74
C  -1.31  0.70  0.62  -0.48
H  1.94  -0.37  -0.04  0.11
H  0.34  -1.81  -1.25  -0.15
H  -1.17  -0.88  1.78  0.07
H  -0.30  1.57  -1.44  0.09
H  0.83  -1.42  0.71  0.04

Summary:
ΔE to the lowest compared entry with this formula, charge and spin ... 1.085 eV
HOMO ... -9.7 eV
Electronic energy ... -757.861054 a.u.
Gap between HOMO and LUMO ... 10.125 eV
Molecular weight ... 123.13 g/mol
SMILES ... N[C@@](O)(S)C(=O)O



Molecular formula: C2H5NO4
Method: DFT, ωB97M-V/def2-TZVPD

Each line ends with the Löwdin charge.
CARTESIAN COORDINATES (ANGSTROEM)
O  0.19  -1.08  0.45  0.02
O  -2.45  -1.50  -0.05  -0.03
O  -3.19  0.81  -0.16  -0.05
O  -0.32  1.18  0.48  0.12
N  -1.95  -0.37  0.02  -0.12
C  1.53  -0.77  0.06  -0.01
C  -0.69  -0.11  0.39  -0.39
H  -3.94  0.21  -0.22  0.05
H  1.64  0.30  -0.13  0.09
H  1.76  -1.34  -0.84  0.10
H  -1.11  1.74  0.40  0.13
H  2.19  -1.06  0.88  0.10

Summary:
ΔE to the lowest compared entry with this formula, charge and spin ... 6.869 eV
HOMO ... -8.3 eV
Electronic energy ... -434.741668 a.u.
Gap between HOMO and LUMO ... 8.487 eV
Molecular weight ... 107.06 g/mol



Molecular formula: C2H5NOS
Method: DFT, ωB97M-V/def2-TZVPD

Each line ends with the Löwdin charge.
CARTESIAN COORDINATES (ANGSTROEM)
S  -2.94  -0.31  -0.16  0.63
O  2.33  -0.43  -0.45  -0.27
N  -1.18  0.23  0.00  -0.37
C  -0.18  -0.64  0.07  -0.23
C  0.99  0.32  -0.10  -0.25
H  -3.43  0.88  -0.53  -0.19
H  -0.29  -1.67  0.09  0.09
H  0.37  1.16  -0.75  0.16
H  1.03  0.66  1.04  0.12
H  3.30  -0.21  0.80  0.32

Summary:
ΔE to the lowest compared entry with this formula, charge and spin ... 7.449 eV
HOMO ... -9.0 eV
Electronic energy ... -607.133071 a.u.
Gap between HOMO and LUMO ... 7.781 eV
Molecular weight ... 91.13 g/mol



Molecular formula: C2H5NOS
Method: DFT, ωB97M-V/def2-TZVPD

Each line ends with the Löwdin charge.
CARTESIAN COORDINATES (ANGSTROEM)
S  -0.97  -0.53  -0.22  0.70
O  2.69  0.30  0.11  0.04
N  0.61  -0.40  0.43  -0.38
C  1.58  0.39  -0.31  -0.40
C  -2.30  0.63  0.19  -0.59
H  -2.99  0.55  -1.10  0.14
H  -3.48  0.96  1.35  0.17
H  1.03  -1.21  1.04  0.15
H  -1.54  1.61  0.36  0.03
H  0.95  0.78  -1.27  0.15

Summary:
ΔE to the lowest compared entry with this formula, charge and spin ... 6.455 eV
HOMO ... -9.1 eV
Electronic energy ... -607.169604 a.u.
Gap between HOMO and LUMO ... 8.999 eV
Molecular weight ... 91.13 g/mol



Molecular formula: C2H5NOS
Method: DFT, ωB97M-V/def2-TZVPD

Each line ends with the Löwdin charge.
CARTESIAN COORDINATES (ANGSTROEM)
S  -0.76  0.36  -0.08  0.81
O  0.71  0.41  -2.40  -0.06
N  0.64  -0.86  -1.86  -0.09
C  -0.13  -1.12  -0.77  -0.43
C  -0.23  0.52  1.55  -0.50
H  -0.08  -2.09  -0.16  0.10
H  -0.50  1.66  1.64  0.05
H  -0.82  -0.25  2.38  0.12
H  0.25  0.91  -1.81  -0.08
H  0.92  0.48  1.50  0.06

Summary:
ΔE to the lowest compared entry with this formula, charge and spin ... 4.346 eV
HOMO ... -9.0 eV
Electronic energy ... -607.247110 a.u.
Gap between HOMO and LUMO ... 9.564 eV
Molecular weight ... 91.13 g/mol
SMILES ... CS/C=N\O



Molecular formula: C2H5NOS
Method: DFT, ωB97M-V/def2-TZVPD

Each line ends with the Löwdin charge.
CARTESIAN COORDINATES (ANGSTROEM)
S  -0.70  0.87  0.80  0.85
O  2.05  -1.16  -1.06  0.02
N  0.64  0.27  -0.26  -0.29
C  1.24  -0.95  -0.20  -0.45
C  -2.01  0.07  -0.04  -0.44
H  0.89  -1.60  0.66  0.14
H  0.84  0.66  -1.17  0.10
H  -1.96  -0.95  -0.01  0.00
H  -2.02  0.37  -1.07  0.04
H  -2.87  0.31  0.55  0.03

Summary:
ΔE to the lowest compared entry with this formula, charge and spin ... 1.233 eV
HOMO ... -9.7 eV
Electronic energy ... -607.361506 a.u.
Gap between HOMO and LUMO ... 10.341 eV
Molecular weight ... 91.13 g/mol
SMILES ... CSNC=O



Molecular formula: C2H5NOS
Method: DFT, ωB97M-V/def2-TZVPD

Each line ends with the Löwdin charge.
CARTESIAN COORDINATES (ANGSTROEM)
S  -2.13  -0.06  -0.09  0.60
O  1.47  -1.23  0.10  0.00
N  -0.69  -0.87  -0.45  -0.47
C  0.92  1.05  -0.14  -0.09
C  0.66  -0.34  -0.23  -0.62
H  2.08  1.14  -0.39  0.12
H  0.99  1.29  1.16  0.19
H  -2.87  -0.83  1.19  -0.02
H  -0.66  -2.01  -0.47  0.17
H  0.23  1.86  -0.67  0.11

Summary:
ΔE to the lowest compared entry with this formula, charge and spin ... 3.233 eV
HOMO ... -8.9 eV
Electronic energy ... -607.287989 a.u.
Gap between HOMO and LUMO ... 8.983 eV
Molecular weight ... 91.13 g/mol
SMILES ... CC(=O)NS



Molecular formula: C2H5NOS
Method: DFT, ωB97M-V/def2-TZVPD

Each line ends with the Löwdin charge.
CARTESIAN COORDINATES (ANGSTROEM)
S  2.25  2.10  -0.49  0.73
O  1.42  -0.33  -1.35  0.06
N  -0.80  -0.85  0.15  -0.07
C  -0.41  0.50  0.67  -0.24
C  1.78  0.67  -0.93  -0.92
H  -0.27  -1.19  -0.64  0.08
H  -1.80  -1.17  -0.08  0.15
H  -0.65  0.61  1.76  -0.01
H  -0.42  -1.55  0.90  0.18
H  -1.10  1.21  0.00  0.04

Summary:
ΔE to the lowest compared entry with this formula, charge and spin ... 3.547 eV
HOMO ... -6.7 eV
Electronic energy ... -607.276462 a.u.
Gap between HOMO and LUMO ... 7.116 eV
Molecular weight ... 91.13 g/mol